Entry 1:
{"formula": "C20H19FN2O4", "method": "the ωB97M-V functional and the def2-TZVPD basis", "homo_ev": -8.511, "gap_ev": 9.083, "smiles": "Cc1ccc(N2C[C@@H](C(=O)OCC(=O)Nc3ccccc3F)CC2=O)cc1", "largest_force_ev_per_a": 0.76, "elements": ["C", "C", "C", "C", "C", "C", "C", "H", "H", "N", "C", "O", "C", "H", "C", "C", "O", "O", "C", "H", "H", "C", "O", "N", "C", "C", "C", "C", "C", "C", "F", "H", "H", "H", "H", "H", "H", "C", "H", "H", "H", "H", "H", "H", "H", "H"], "positions_angstrom": [[0.507, 6.125, -0.353], [0.711, 4.676, -0.675], [-0.226, 3.724, -0.290], [-0.060, 2.387, -0.593], [1.060, 1.966, -1.305], [2.003, 2.913, -1.698], [1.825, 4.247, -1.383], [2.568, 4.966, -1.699], [2.875, 2.617, -2.261], [1.260, 0.611, -1.613], [0.299, -0.352, -1.688], [-0.887, -0.216, -1.506], [1.000, -1.658, -2.054], [0.981, -1.767, -3.140], [2.425, -1.425, -1.557], [2.531, -1.682, -0.061], [3.414, -2.294, 0.473], [1.507, -1.106, 0.584], [1.421, -1.236, 1.995], [1.619, -0.262, 2.452], [2.176, -1.948, 2.350], [0.037, -1.713, 2.457], [-0.207, -1.823, 3.636], [-0.807, -1.993, 1.440], [-2.104, -2.508, 1.519], [-2.888, -2.467, 2.666], [-4.169, -2.992, 2.649], [-4.689, -3.559, 1.498], [-3.919, -3.619, 0.348], [-2.642, -3.101, 0.376], [-1.864, -3.189, -0.730], [-4.290, -4.064, -0.561], [-5.690, -3.961, 1.492], [-4.766, -2.953, 3.547], [-2.482, -2.030, 3.562], [-0.477, -1.822, 0.497], [3.181, -2.028, -2.061], [2.593, 0.079, -1.827], [2.922, 0.239, -2.862], [3.308, 0.550, -1.149], [0.499, -2.521, -1.621], [-0.800, 1.668, -0.286], [-1.100, 4.033, 0.264], [1.447, 6.670, -0.398], [-0.180, 6.573, -1.072], [0.077, 6.243, 0.639]], "atomic_forces_ev_per_a": [[-0.055, 0.003, -0.065], [0.045, -0.010, -0.005], [0.182, 0.037, -0.073], [-0.114, -0.122, 0.053], [-0.103, 0.317, 0.023], [-0.042, -0.180, -0.021], [-0.091, 0.026, 0.084], [0.074, 0.073, -0.017], [0.088, -0.058, -0.053], [0.211, 0.125, -0.114], [-0.014, -0.403, -0.189], [-0.308, 0.007, 0.043], [-0.038, 0.011, 0.094], [0.009, 0.005, -0.013], [0.002, -0.005, 0.071], [0.483, -0.300, -0.443], [-0.020, 0.027, 0.018], [-0.372, 0.174, 0.097], [0.188, -0.130, 0.725], [-0.061, -0.147, -0.085], [-0.225, 0.141, -0.031], [0.413, 0.115, -0.378], [0.077, 0.035, 0.239], [-0.017, -0.009, -0.670], [-0.263, -0.183, -0.010], [0.046, 0.044, 0.017], [-0.080, -0.029, -0.038], [-0.004, 0.002, 0.043], [0.196, 0.083, -0.056], [-0.054, -0.036, 0.176], [-0.043, 0.066, 0.123], [-0.004, -0.037, -0.110], [-0.090, -0.040, -0.005], [-0.046, 0.008, 0.083], [0.023, 0.022, 0.023], [-0.016, 0.032, 0.224], [-0.058, 0.086, 0.124], [0.246, -0.050, -0.096], [0.073, 0.004, 0.114], [-0.036, 0.007, -0.079], [-0.068, 0.045, 0.009], [-0.030, -0.048, 0.004], [-0.096, 0.021, 0.073], [0.029, 0.083, 0.026], [-0.027, 0.108, 0.001], [-0.009, 0.076, 0.062]], "nbo_charge": [-0.63, -0.03, -0.19, -0.24, 0.21, -0.25, -0.21, 0.21, 0.21, -0.46, 0.70, -0.60, -0.50, 0.24, -0.31, 0.81, -0.57, -0.54, -0.18, 0.22, 0.24, 0.66, -0.60, -0.61, 0.06, -0.21, -0.21, -0.21, -0.29, 0.43, -0.34, 0.23, 0.22, 0.22, 0.25, 0.43, 0.25, -0.20, 0.20, 0.22, 0.24, 0.25, 0.21, 0.21, 0.22, 0.22]}

=====

Entry 2:
{"formula": "C2H4P2", "method": "the ωB97M-V functional and the def2-TZVPD basis", "homo_ev": -8.794, "gap_ev": 9.549, "smiles": "C1P2#P1C2", "largest_force_ev_per_a": 4.03, "elements": ["C", "C", "P", "P", "H", "H", "H", "H"], "positions_angstrom": [[1.009, 0.295, 0.757], [-0.850, -0.440, -0.757], [-0.807, -0.150, 1.047], [-0.368, 1.306, -0.467], [1.100, 1.105, 1.481], [1.776, -0.442, 0.539], [-0.130, -1.059, -1.258], [-1.730, -0.615, -1.341]], "atomic_forces_ev_per_a": [[-3.494, 2.006, -0.115], [-0.119, -0.342, -1.102], [0.719, -0.271, -0.184], [1.933, -1.200, 0.938], [1.365, -0.503, 0.223], [-0.127, 0.375, -0.382], [0.843, -0.253, 0.361], [-1.120, 0.188, 0.261]], "nbo_charge": [-0.88, -1.00, 0.51, 0.45, 0.22, 0.24, 0.23, 0.24]}

=====

Copy entry 2 word for word.
{"formula": "C2H4P2", "method": "the ωB97M-V functional and the def2-TZVPD basis", "homo_ev": -8.794, "gap_ev": 9.549, "smiles": "C1P2#P1C2", "largest_force_ev_per_a": 4.03, "elements": ["C", "C", "P", "P", "H", "H", "H", "H"], "positions_angstrom": [[1.009, 0.295, 0.757], [-0.850, -0.440, -0.757], [-0.807, -0.150, 1.047], [-0.368, 1.306, -0.467], [1.100, 1.105, 1.481], [1.776, -0.442, 0.539], [-0.130, -1.059, -1.258], [-1.730, -0.615, -1.341]], "atomic_forces_ev_per_a": [[-3.494, 2.006, -0.115], [-0.119, -0.342, -1.102], [0.719, -0.271, -0.184], [1.933, -1.200, 0.938], [1.365, -0.503, 0.223], [-0.127, 0.375, -0.382], [0.843, -0.253, 0.361], [-1.120, 0.188, 0.261]], "nbo_charge": [-0.88, -1.00, 0.51, 0.45, 0.22, 0.24, 0.23, 0.24]}

=====

- Which formula does entry 1 have?
  C20H19FN2O4

=====

- Which formula does entry 1 have?
  C20H19FN2O4